[1]
{
  "formula": "C62H156F6N12O24S2",
  "method": "ωB97M-V/def2-TZVPD",
  "fmax_ev_per_a": 7.469,
  "elements": ["O", "H", "H", "H", "C", "F", "F", "F", "S", "O", "O", "N", "S", "O", "O", "C", "F", "F", "F", "C", "C", "C", "O", "C", "N", "H", "H", "H", "H", "H", "H", "H", "H", "H", "H", "H", "C", "C", "C", "O", "C", "N", "H", "H", "H", "H", "H", "H", "H", "H", "H", "H", "H", "C", "C", "C", "O", "C", "N", "H", "H", "H", "H", "H", "H", "H", "H", "H", "H", "H", "C", "O", "C", "C", "N", "C", "C", "O", "C", "H", "H", "H", "H", "H", "H", "H", "H", "H", "H", "H", "H", "H", "H", "H", "C", "O", "C", "C", "N", "C", "C", "O", "C", "H", "H", "H", "H", "H", "H", "H", "H", "H", "H", "H", "H", "H", "H", "H", "C", "O", "C", "C", "N", "C", "C", "O", "C", "H", "H", "H", "H", "H", "H", "H", "H", "H", "H", "H", "H", "H", "H", "H", "C", "O", "C", "C", "N", "C", "C", "O", "C", "H", "H", "H", "H", "H", "H", "H", "H", "H", "H", "H", "H", "H", "H", "H", "C", "O", "C", "C", "N", "C", "C", "O", "C", "H", "H", "H", "H", "H", "H", "H", "H", "H", "H", "H", "H", "H", "H", "H", "C", "O", "C", "C", "N", "C", "C", "O", "C", "H", "H", "H", "H", "H", "H", "H", "H", "H", "H", "H", "H", "H", "H", "H", "C", "O", "C", "C", "N", "C", "C", "O", "C", "H", "H", "H", "H", "H", "H", "H", "H", "H", "H", "H", "H", "H", "H", "H", "C", "O", "C", "C", "N", "C", "C", "O", "C", "H", "H", "H", "H", "H", "H", "H", "H", "H", "H", "H", "H", "H", "H", "H"],
  "xyz": [[-3.596, -14.151, 12.458], [-3.527, -14.502, 11.568], [-4.385, -13.608, 12.530], [-3.596, -14.962, 12.971], [-0.861, -13.762, 9.990], [-0.609, -14.065, 11.259], [-1.483, -12.541, 9.930], [0.319, -13.533, 9.386], [-2.043, -15.163, 9.177], [-2.403, -14.566, 7.922], [-1.195, -16.400, 9.072], [-3.432, -15.235, 10.263], [-4.285, -16.145, 9.331], [-5.013, -15.405, 8.278], [-3.775, -17.463, 8.967], [-5.815, -16.519, 10.541], [-6.465, -15.352, 10.647], [-6.655, -17.402, 10.006], [-5.343, -16.943, 11.695], [-1.892, -20.482, 6.707], [-1.375, -19.309, 7.511], [0.085, -19.406, 7.868], [0.304, -20.628, 8.635], [1.719, -20.839, 8.823], [-1.669, -18.132, 6.709], [-1.398, -20.626, 5.746], [-2.961, -20.398, 6.515], [-1.860, -21.409, 7.280], [-1.994, -19.156, 8.395], [0.212, -18.528, 8.502], [0.700, -19.342, 6.970], [1.915, -21.703, 9.459], [2.147, -19.978, 9.336], [2.212, -21.052, 7.874], [-1.638, -17.307, 7.291], [-2.634, -18.129, 6.411], [-6.139, -12.426, 14.811], [-6.144, -11.994, 13.372], [-5.090, -10.970, 13.080], [-3.815, -11.644, 13.266], [-2.724, -10.861, 13.016], [-5.987, -13.087, 12.488], [-7.073, -12.948, 15.021], [-6.093, -11.603, 15.525], [-5.336, -13.114, 15.076], [-7.114, -11.522, 13.214], [-5.255, -10.086, 13.696], [-5.199, -10.565, 12.074], [-2.690, -10.067, 13.762], [-2.864, -10.304, 12.090], [-1.820, -11.469, 13.057], [-6.276, -12.774, 11.572], [-6.759, -13.712, 12.670], [1.964, -7.944, 6.225], [1.065, -9.148, 6.156], [-0.300, -8.926, 6.737], [-0.333, -8.518, 8.125], [-0.328, -9.623, 8.984], [0.927, -9.656, 4.810], [2.026, -7.480, 7.209], [1.571, -7.143, 5.599], [2.979, -8.165, 5.894], [1.457, -9.901, 6.840], [-1.058, -9.685, 6.543], [-0.721, -8.041, 6.259], [-1.210, -10.263, 8.999], [-0.205, -9.275, 10.009], [0.596, -10.188, 8.861], [0.476, -8.961, 4.232], [1.864, -9.638, 4.435], [-1.088, -13.004, 16.238], [-1.765, -14.239, 15.941], [-1.261, -14.831, 14.736], [-1.964, -16.181, 14.422], [-3.431, -16.110, 14.120], [-4.307, -15.935, 15.240], [-5.804, -16.321, 15.086], [-6.435, -15.593, 14.041], [-7.829, -15.775, 13.964], [-1.544, -12.625, 17.153], [-1.378, -12.384, 15.390], [0.002, -13.022, 16.219], [-0.187, -14.941, 14.884], [-1.357, -14.172, 13.874], [-1.800, -16.811, 15.296], [-1.392, -16.497, 13.550], [-3.678, -17.010, 13.733], [-4.083, -14.902, 15.506], [-3.983, -16.590, 16.049], [-6.372, -16.264, 16.014], [-5.846, -17.367, 14.780], [-8.053, -16.750, 13.531], [-8.227, -15.001, 13.307], [-8.257, -15.754, 14.966], [-6.308, -12.108, 5.170], [-7.398, -13.074, 5.129], [-7.006, -14.418, 5.014], [-8.268, -15.240, 4.705], [-9.249, -15.035, 5.759], [-8.890, -15.591, 7.011], [-8.915, -17.161, 7.104], [-10.210, -17.576, 7.445], [-11.199, -17.506, 6.473], [-5.754, -12.081, 4.231], [-5.626, -12.311, 5.996], [-6.674, -11.093, 5.319], [-6.455, -14.812, 5.868], [-6.323, -14.481, 4.167], [-7.984, -16.269, 4.483], [-8.586, -14.963, 3.700], [-9.249, -14.031, 5.870], [-9.407, -15.074, 7.819], [-7.881, -15.292, 7.296], [-8.174, -17.561, 7.796], [-8.587, -17.593, 6.158], [-12.074, -18.074, 6.788], [-10.803, -17.847, 5.517], [-11.537, -16.496, 6.241], [-5.577, -24.131, 13.430], [-6.907, -23.680, 13.857], [-8.020, -24.533, 13.426], [-8.497, -24.125, 12.031], [-9.435, -22.988, 12.037], [-8.817, -21.841, 12.809], [-9.305, -20.492, 12.226], [-8.926, -20.451, 10.889], [-9.501, -19.307, 10.167], [-5.473, -24.188, 12.346], [-5.452, -25.147, 13.803], [-4.803, -23.459, 13.803], [-8.868, -24.402, 14.099], [-7.784, -25.593, 13.330], [-9.012, -24.952, 11.544], [-7.697, -23.980, 11.305], [-9.575, -22.532, 11.146], [-7.728, -21.789, 12.796], [-9.129, -21.941, 13.849], [-8.985, -19.581, 12.732], [-10.395, -20.463, 12.219], [-10.579, -19.413, 10.050], [-9.085, -19.332, 9.160], [-9.352, -18.340, 10.646], [-2.375, -11.941, 3.985], [-2.411, -13.359, 3.695], [-3.017, -14.094, 4.766], [-3.028, -15.604, 4.508], [-3.992, -16.080, 3.569], [-4.135, -17.574, 3.505], [-5.183, -18.158, 4.523], [-4.578, -18.300, 5.853], [-5.427, -18.989, 6.731], [-1.610, -11.717, 4.728], [-3.370, -11.661, 4.331], [-2.042, -11.424, 3.085], [-4.037, -13.778, 4.982], [-2.285, -14.011, 5.569], [-3.222, -16.135, 5.441], [-1.999, -15.901, 4.311], [-3.660, -15.725, 2.684], [-3.186, -18.108, 3.556], [-4.554, -17.709, 2.508], [-5.301, -19.188, 4.188], [-6.143, -17.653, 4.422], [-5.719, -19.946, 6.300], [-6.345, -18.420, 6.876], [-5.034, -19.046, 7.746], [-10.538, -12.630, 13.103], [-9.545, -12.967, 12.115], [-9.811, -12.463, 10.861], [-8.593, -12.959, 9.945], [-7.440, -12.085, 9.918], [-6.665, -12.506, 8.803], [-5.259, -11.839, 8.908], [-5.315, -10.484, 8.340], [-4.053, -9.874, 8.265], [-10.677, -11.559, 13.255], [-10.282, -13.109, 14.048], [-11.491, -13.012, 12.738], [-9.959, -11.383, 10.868], [-10.757, -12.774, 10.418], [-9.045, -12.907, 8.954], [-8.430, -14.023, 10.116], [-7.612, -11.112, 9.710], [-7.173, -12.159, 7.903], [-6.635, -13.586, 8.660], [-4.710, -12.500, 8.238], [-4.753, -11.849, 9.874], [-3.600, -9.605, 9.220], [-4.343, -9.001, 7.680], [-3.359, -10.439, 7.643], [2.571, -12.526, 7.215], [2.363, -13.827, 6.691], [1.119, -13.948, 6.042], [0.931, -15.387, 5.426], [1.887, -15.675, 4.254], [3.197, -16.015, 4.716], [4.196, -16.011, 3.565], [5.525, -16.354, 3.970], [6.479, -15.917, 3.025], [2.442, -11.763, 6.448], [3.600, -12.404, 7.553], [1.981, -12.241, 8.086], [0.971, -13.165, 5.299], [0.365, -13.770, 6.808], [-0.072, -15.626, 5.073], [1.226, -16.134, 6.162], [1.874, -14.849, 3.672], [3.190, -16.977, 5.228], [3.531, -15.257, 5.424], [4.177, -15.078, 3.001], [3.930, -16.827, 2.894], [6.429, -14.829, 2.986], [6.319, -16.128, 1.968], [7.480, -16.247, 3.303], [2.211, -16.081, 9.408], [3.320, -16.790, 9.963], [4.590, -16.646, 9.353], [4.856, -17.640, 8.186], [6.231, -17.689, 7.755], [6.785, -16.437, 7.244], [8.109, -16.588, 6.575], [8.655, -15.290, 6.597], [9.494, -14.975, 5.460], [1.284, -16.467, 9.834], [2.109, -16.247, 8.336], [2.246, -15.013, 9.623], [5.221, -16.866, 10.215], [4.803, -15.598, 9.139], [4.038, -17.483, 7.483], [4.627, -18.632, 8.575], [6.340, -18.506, 7.171], [6.860, -15.812, 8.134], [6.173, -15.951, 6.484], [8.077, -16.894, 5.529], [8.796, -17.252, 7.098], [8.866, -14.985, 4.569], [10.309, -15.693, 5.551], [9.807, -13.935, 5.555], [-4.900, -19.761, 13.641], [-3.708, -18.952, 13.316], [-3.257, -19.275, 11.978], [-1.971, -18.536, 11.601], [-0.714, -18.767, 12.322], [0.426, -17.948, 11.899], [1.461, -17.960, 13.024], [1.113, -17.035, 14.092], [1.979, -17.000, 15.225], [-5.616, -19.758, 12.819], [-5.353, -19.542, 14.608], [-4.789, -20.828, 13.833], [-4.040, -18.972, 11.282], [-3.023, -20.337, 11.901], [-2.283, -17.501, 11.744], [-1.822, -18.735, 10.540], [-0.824, -18.748, 13.326], [0.159, -16.918, 11.664], [0.782, -18.488, 11.021], [2.442, -17.692, 12.632], [1.630, -18.921, 13.510], [2.921, -16.559, 14.899], [2.090, -18.015, 15.608], [1.663, -16.288, 15.987]],
  "lowdin_charge": [0.180, -0.014, 0.046, 0.038, -0.551, 0.133, 0.087, 0.124, 0.747, -0.294, -0.318, -0.271, 0.590, -0.316, -0.292, -0.611, 0.115, 0.149, 0.148, -0.047, -0.444, -0.174, -0.187, -0.100, 0.070, 0.086, 0.059, 0.075, 0.109, 0.098, 0.129, 0.081, 0.070, 0.083, 0.021, 0.030, -0.029, -0.440, -0.152, -0.196, -0.129, 0.080, 0.077, 0.089, 0.070, 0.141, 0.130, 0.119, 0.090, 0.082, 0.088, 0.061, 0.065, -0.054, -0.479, -0.189, -0.169, -0.126, 0.056, 0.081, 0.082, 0.080, 0.106, 0.115, 0.126, 0.059, 0.090, 0.076, 0.076, 0.070, -0.076, -0.203, -0.195, -0.115, -0.063, -0.165, -0.162, -0.235, -0.089, 0.093, 0.067, 0.086, 0.105, 0.099, 0.128, 0.093, 0.075, 0.106, 0.125, 0.124, 0.099, 0.085, 0.072, 0.091, -0.074, -0.195, -0.237, -0.179, -0.045, -0.205, -0.182, -0.198, -0.122, 0.080, 0.066, 0.090, 0.107, 0.108, 0.094, 0.118, 0.099, 0.115, 0.086, 0.089, 0.104, 0.088, 0.087, 0.076, -0.073, -0.235, -0.182, -0.224, -0.040, -0.178, -0.252, -0.208, -0.062, 0.077, 0.079, 0.074, 0.122, 0.113, 0.108, 0.111, 0.085, 0.099, 0.112, 0.110, 0.115, 0.086, 0.075, 0.081, -0.081, -0.199, -0.196, -0.228, -0.051, -0.149, -0.145, -0.231, -0.117, 0.064, 0.068, 0.085, 0.098, 0.095, 0.103, 0.103, 0.105, 0.116, 0.110, 0.110, 0.103, 0.093, 0.064, 0.077, -0.076, -0.215, -0.220, -0.173, -0.070, -0.213, -0.150, -0.199, -0.122, 0.085, 0.084, 0.086, 0.117, 0.115, 0.100, 0.112, 0.129, 0.116, 0.092, 0.099, 0.110, 0.080, 0.095, 0.078, -0.101, -0.202, -0.197, -0.104, -0.053, -0.244, -0.204, -0.194, -0.128, 0.068, 0.092, 0.065, 0.115, 0.098, 0.086, 0.094, 0.097, 0.118, 0.104, 0.119, 0.124, 0.084, 0.084, 0.069, -0.083, -0.200, -0.208, -0.205, -0.054, -0.199, -0.241, -0.212, -0.068, 0.043, 0.076, 0.079, 0.122, 0.114, 0.097, 0.113, 0.110, 0.121, 0.112, 0.106, 0.125, 0.065, 0.092, 0.085, -0.070, -0.210, -0.183, -0.193, -0.046, -0.186, -0.168, -0.234, -0.094, 0.084, 0.078, 0.069, 0.102, 0.129, 0.087, 0.105, 0.098, 0.099, 0.112, 0.114, 0.120, 0.084, 0.087, 0.079]
}

=====

[2]
{
  "formula": "C62H45N5O2STi",
  "method": "ωB97M-V/def2-TZVPD",
  "spin_multiplicity": 3,
  "charge": -2,
  "s_squared": 2.0863,
  "fmax_ev_per_a": 0.716,
  "e_above_lowest_kcal_mol": 25.86,
  "elements": ["Ti", "C", "C", "C", "C", "C", "C", "C", "C", "C", "C", "C", "N", "C", "C", "C", "C", "C", "C", "C", "C", "C", "C", "C", "C", "C", "N", "C", "C", "C", "C", "C", "C", "C", "C", "C", "C", "C", "C", "N", "C", "C", "N", "C", "C", "C", "C", "C", "C", "H", "H", "H", "H", "H", "H", "H", "H", "H", "H", "H", "H", "H", "H", "H", "H", "H", "H", "H", "H", "H", "H", "H", "H", "H", "H", "H", "H", "C", "C", "C", "C", "C", "C", "C", "C", "S", "C", "N", "C", "C", "C", "C", "C", "C", "C", "C", "H", "H", "H", "H", "H", "H", "H", "H", "H", "H", "H", "H", "H", "H", "H", "H", "O", "C", "O", "H"],
  "xyz": [[-0.678, 0.082, -0.290], [6.992, 1.595, -0.566], [6.104, 2.432, -1.231], [4.740, 2.205, -1.161], [4.212, 1.130, -0.437], [5.125, 0.290, 0.213], [6.490, 0.523, 0.158], [2.755, 0.907, -0.364], [2.055, 0.809, -1.569], [2.601, 0.807, -2.878], [1.560, 0.658, -3.761], [0.354, 0.626, -3.010], [0.685, 0.653, -1.658], [-0.964, 0.802, -3.486], [-1.871, 1.585, -2.647], [-2.690, 2.650, -3.054], [-3.337, 3.125, -1.915], [-2.880, 2.355, -0.848], [-3.434, 2.371, 0.471], [-4.446, 3.436, 0.734], [-5.809, 3.165, 0.665], [-6.744, 4.159, 0.911], [-6.326, 5.444, 1.226], [-4.969, 5.726, 1.292], [-4.037, 4.729, 1.046], [-3.192, 1.515, 1.483], [-2.193, 0.432, 1.454], [-1.785, 0.401, 2.880], [-0.491, 0.405, 3.304], [-0.326, 0.445, 4.790], [0.071, -0.683, 5.500], [0.234, -0.632, 6.877], [-0.001, 0.550, 7.564], [-0.402, 1.679, 6.864], [-0.562, 1.625, 5.489], [0.695, 0.530, 2.550], [1.962, 0.699, 3.147], [2.867, 0.900, 2.141], [2.153, 0.827, 0.913], [0.809, 0.638, 1.164], [-2.937, 0.827, 3.640], [-3.763, 1.514, 2.825], [-1.957, 1.434, -1.291], [-1.357, 0.323, -4.787], [-2.629, 0.556, -5.367], [-2.965, 0.089, -6.622], [-2.073, -0.656, -7.384], [-0.848, -0.971, -6.807], [-0.507, -0.517, -5.550], [8.060, 1.776, -0.613], [6.476, 3.276, -1.799], [4.052, 2.868, -1.668], [4.741, -0.556, 0.769], [7.167, -0.146, 0.676], [3.643, 0.922, -3.126], [1.621, 0.706, -4.836], [-2.751, 3.051, -4.051], [-4.057, 3.925, -1.855], [-6.130, 2.164, 0.410], [-7.801, 3.931, 0.851], [-7.055, 6.223, 1.415], [-4.634, 6.727, 1.535], [-2.977, 4.941, 1.092], [0.261, -1.599, 4.957], [0.549, -1.518, 7.413], [0.127, 0.591, 8.638], [-0.584, 2.608, 7.391], [-0.867, 2.504, 4.935], [2.160, 0.702, 4.207], [3.919, 1.094, 2.251], [-3.044, 0.702, 4.707], [-4.667, 2.032, 3.098], [-3.377, 1.082, -4.798], [-3.957, 0.302, -7.008], [-2.338, -1.012, -8.372], [-0.150, -1.609, -7.337], [0.423, -0.851, -5.115], [5.813, -3.089, -0.742], [4.382, -3.181, -1.285], [4.183, -2.052, -2.295], [4.207, -4.526, -2.004], [3.360, -3.115, -0.151], [3.510, -3.976, 0.954], [2.552, -4.092, 1.941], [1.392, -3.336, 1.817], [-0.083, -3.420, 2.729], [-0.790, -2.268, 1.617], [0.012, -1.823, 0.705], [1.250, -2.435, 0.758], [2.236, -2.314, -0.222], [-2.255, -2.077, 1.547], [-3.017, -3.245, 1.560], [-4.359, -3.240, 1.222], [-4.941, -2.055, 0.813], [-4.210, -0.874, 0.828], [-2.885, -0.852, 1.237], [6.522, -3.118, -1.573], [6.053, -3.918, -0.076], [5.964, -2.155, -0.201], [4.948, -2.120, -3.072], [4.263, -1.074, -1.823], [3.210, -2.101, -2.781], [4.949, -4.624, -2.799], [3.215, -4.595, -2.450], [4.328, -5.366, -1.317], [4.396, -4.593, 1.027], [2.684, -4.781, 2.764], [2.065, -1.623, -1.034], [-2.521, -4.183, 1.775], [-4.920, -4.164, 1.225], [-5.972, -2.036, 0.482], [-4.670, 0.053, 0.518], [-2.756, -2.820, -2.385], [-2.515, -1.683, -2.036], [-1.471, -1.304, -1.391], [-3.228, -0.855, -2.262]],
  "lowdin_charge": [1.070, -0.124, -0.103, -0.040, -0.191, -0.078, -0.108, -0.128, -0.279, -0.070, -0.052, -0.242, -0.002, -0.110, -0.257, -0.066, -0.048, -0.263, -0.107, -0.201, -0.032, -0.098, -0.119, -0.096, -0.021, -0.204, 0.010, -0.184, -0.112, -0.200, -0.030, -0.096, -0.119, -0.097, -0.034, -0.263, -0.039, -0.047, -0.247, 0.019, -0.030, -0.025, 0.024, -0.159, -0.052, -0.132, -0.152, -0.126, -0.055, 0.083, 0.089, 0.118, 0.110, 0.093, 0.094, 0.092, 0.091, 0.094, 0.116, 0.092, 0.087, 0.093, 0.124, 0.080, 0.092, 0.086, 0.092, 0.126, 0.100, 0.087, 0.108, 0.101, 0.082, 0.085, 0.072, 0.086, 0.085, -0.048, -0.543, -0.046, -0.049, -0.157, -0.042, -0.086, -0.441, 1.107, -0.482, 0.048, -0.237, 0.082, -0.144, -0.042, -0.083, -0.063, -0.001, -0.159, 0.083, 0.067, 0.058, 0.090, 0.064, 0.089, 0.078, 0.091, 0.074, 0.099, 0.099, 0.112, 0.090, 0.096, 0.101, 0.112, 0.000, -0.505, -0.189, 0.135]
}

=====

Number 1: energy -171801.803 eV. Number 2: energy -110525.190 eV.